[1]
Below is C31H36AuGeIN2O4S as an isolated structure, with properties calculated with ωB97M-V/def2-TZVPD.

Last column: Löwdin charge in e.
Element x y z (Å)
Au (-0.110, -0.789, 0.801)  1.069
C (-3.539, -6.296, 3.722)  -0.044
C (-2.896, -5.500, 2.619)  -0.276
C (-1.554, -5.682, 2.293)  -0.038
C (-0.966, -4.961, 1.267)  -0.087
C (-1.721, -4.028, 0.574)  -0.313
C (-3.059, -3.827, 0.882)  -0.053
C (-3.639, -4.568, 1.898)  -0.046
S (-1.042, -3.185, -0.822)  0.578
O (-0.652, -4.166, -1.798)  -0.281
O (-1.993, -2.173, -1.203)  -0.322
N (0.333, -2.498, -0.208)  -0.291
C (1.294, -2.219, -1.232)  -0.290
C (2.129, -3.182, -1.724)  -0.013
C (3.009, -2.892, -2.790)  -0.056
C (3.040, -1.652, -3.357)  -0.032
C (2.198, -0.628, -2.866)  -0.149
C (2.154, 0.680, -3.402)  -0.001
C (1.307, 1.604, -2.867)  -0.034
C (0.510, 1.247, -1.760)  -0.088
N (0.536, 0.046, -1.238)  0.033
C (1.341, -0.909, -1.786)  -0.166
H (-2.802, -6.879, 4.271)  0.075
H (-4.282, -6.986, 3.318)  0.085
H (-4.052, -5.641, 4.428)  0.081
H (-0.964, -6.402, 2.847)  0.115
H (0.074, -5.110, 1.007)  0.113
H (-3.627, -3.094, 0.324)  0.116
H (-4.684, -4.414, 2.142)  0.120
H (2.076, -4.178, -1.310)  0.119
H (3.654, -3.675, -3.166)  0.108
H (3.705, -1.436, -4.184)  0.114
H (2.796, 0.930, -4.238)  0.120
H (1.243, 2.608, -3.263)  0.107
H (-0.164, 1.951, -1.289)  0.102
I (-2.303, 6.659, 5.406)  0.859
C (-1.931, 5.052, 4.127)  -0.735
C (-1.080, 4.037, 4.537)  -0.148
C (-0.842, 2.969, 3.687)  -0.028
C (-1.445, 2.915, 2.436)  -0.132
C (-2.291, 3.942, 2.039)  -0.008
C (-2.541, 5.014, 2.881)  -0.142
C (-1.215, 1.768, 1.492)  -0.581
O (-1.682, 1.766, 0.367)  0.032
O (-0.487, 0.810, 2.002)  -0.248
H (-0.609, 4.076, 5.510)  0.094
H (-0.188, 2.165, 3.996)  0.094
H (-2.754, 3.884, 1.063)  0.121
H (-3.205, 5.810, 2.572)  0.093
C (-2.958, 0.631, 5.179)  -0.097
C (-1.844, -0.284, 5.676)  -0.265
C (-1.992, -1.728, 5.198)  -0.275
C (-1.839, -1.905, 3.684)  -0.319
Ge (-0.007, -1.839, 2.993)  0.894
C (1.317, -0.739, 3.928)  -0.362
C (1.721, -1.311, 5.288)  -0.295
C (2.738, -0.439, 6.027)  -0.266
C (2.186, 0.926, 6.425)  -0.110
H (-2.868, 1.630, 5.606)  0.069
H (-3.937, 0.233, 5.458)  0.078
H (-2.937, 0.747, 4.095)  0.061
H (-1.836, -0.278, 6.770)  0.110
H (-0.876, 0.115, 5.360)  0.074
H (-2.986, -2.084, 5.493)  0.108
H (-1.280, -2.369, 5.727)  0.095
H (-2.421, -1.155, 3.146)  0.058
H (-2.225, -2.876, 3.371)  0.033
H (0.586, -3.250, 2.837)  -0.030
H (0.915, 0.268, 4.013)  0.020
H (2.194, -0.673, 3.278)  0.071
H (2.137, -2.313, 5.154)  0.102
H (0.838, -1.428, 5.926)  0.087
H (3.623, -0.309, 5.397)  0.107
H (3.071, -0.968, 6.924)  0.104
H (1.929, 1.529, 5.553)  0.058
H (2.914, 1.491, 7.008)  0.070
H (1.284, 0.817, 7.033)  0.073

Its orbital gap is 0.31041 Eh. Its HOMO energy is -8.64 eV.

[2]
Below is C31H36BrF6KN8O6S2Se as an isolated structure, with properties calculated with ωB97M-V/def2-TZVPD.

Last column: Löwdin charge in e.
Element x y z (Å)
K (1.276, -0.099, -0.118)  0.656
O (-1.586, 4.818, -3.262)  0.013
C (-2.496, 3.917, -2.783)  -0.290
C (-3.821, 4.057, -3.175)  -0.050
C (-4.776, 3.165, -2.705)  -0.123
C (-4.409, 2.129, -1.856)  -0.099
C (-3.081, 1.997, -1.469)  -0.022
C (-2.113, 2.886, -1.917)  -0.095
C (-0.680, 2.750, -1.384)  -0.507
O (-0.430, 1.640, -0.704)  -0.339
N (0.220, 2.874, -2.611)  -0.037
N (1.518, 2.852, -2.212)  0.017
C (2.354, 2.189, -2.900)  -0.219
C (3.752, 2.054, -2.472)  -0.642
Br (4.050, 2.374, -0.625)  0.795
C (4.757, 1.598, -3.219)  -0.125
C (4.675, 1.318, -4.665)  -0.216
C (4.038, 2.187, -5.553)  -0.049
C (3.981, 1.896, -6.908)  -0.094
C (4.569, 0.738, -7.398)  -0.110
C (5.222, -0.123, -6.526)  -0.090
C (5.281, 0.167, -5.172)  -0.034
H (-0.704, 4.411, -3.114)  0.065
H (-4.086, 4.865, -3.848)  0.100
H (-5.810, 3.281, -3.010)  0.086
H (-5.148, 1.428, -1.487)  0.090
H (-2.765, 1.207, -0.794)  0.057
H (-0.443, 3.690, -0.829)  0.139
H (0.008, 2.077, -3.217)  0.134
H (2.062, 1.634, -3.793)  0.129
H (5.693, 1.362, -2.729)  0.102
H (3.597, 3.100, -5.173)  0.114
H (3.477, 2.579, -7.581)  0.096
H (4.519, 0.509, -8.456)  0.091
H (5.677, -1.033, -6.896)  0.098
H (5.765, -0.514, -4.483)  0.101
C (-1.356, 1.572, 4.142)  -0.073
N (-0.480, 2.339, 3.256)  -0.143
C (-1.178, 2.935, 2.123)  -0.061
C (0.811, 1.945, 3.045)  -0.463
N (1.541, 2.075, 2.013)  0.152
N (1.455, 1.451, 4.236)  0.083
C (2.046, 0.208, 4.225)  -0.547
N (3.050, 0.072, 5.206)  0.105
N (1.678, -0.684, 3.401)  0.163
H (-2.113, 2.254, 4.536)  0.076
H (-0.778, 1.166, 4.967)  0.070
H (-1.842, 0.757, 3.597)  0.015
H (-2.107, 3.367, 2.495)  0.084
H (-1.398, 2.210, 1.336)  0.058
H (-0.565, 3.733, 1.702)  0.086
H (0.998, 2.310, 1.179)  0.009
H (1.901, 2.168, 4.783)  0.128
H (2.844, 0.564, 6.064)  0.069
H (3.258, -0.896, 5.393)  0.079
H (2.205, -1.542, 3.518)  0.031
F (1.153, -3.160, 0.205)  0.125
C (2.089, -3.650, 1.016)  -0.670
F (2.259, -4.947, 0.729)  0.128
F (1.664, -3.554, 2.275)  0.131
S (3.672, -2.718, 0.820)  0.566
O (3.299, -1.347, 0.985)  -0.371
O (4.545, -3.326, 1.777)  -0.278
N (4.110, -3.096, -0.650)  -0.290
S (3.952, -2.135, -1.890)  0.591
O (2.704, -1.414, -1.971)  -0.359
O (5.161, -1.428, -2.209)  -0.281
C (3.809, -3.424, -3.198)  -0.683
F (4.903, -4.187, -3.253)  0.128
F (3.668, -2.811, -4.378)  0.124
F (2.752, -4.205, -2.998)  0.140
C (-6.230, -4.551, 4.744)  -0.086
C (-5.335, -3.650, 3.933)  -0.311
C (-5.781, -2.432, 3.442)  -0.052
C (-4.961, -1.587, 2.696)  -0.325
C (-5.518, -0.283, 2.196)  -0.120
C (-3.633, -1.953, 2.411)  -0.605
Se (-2.486, -0.817, 1.406)  0.592
C (-3.171, -3.192, 2.913)  -0.318
C (-1.759, -3.636, 2.666)  -0.122
C (-4.019, -4.007, 3.653)  -0.049
H (-7.231, -4.123, 4.838)  0.059
H (-5.839, -4.704, 5.755)  0.065
H (-6.333, -5.538, 4.284)  0.065
H (-6.805, -2.124, 3.644)  0.096
H (-6.564, -0.170, 2.494)  0.059
H (-5.435, -0.217, 1.108)  0.052
H (-4.939, 0.562, 2.577)  0.057
H (-1.552, -3.689, 1.595)  0.056
H (-1.575, -4.612, 3.124)  0.064
H (-1.049, -2.905, 3.060)  0.056
H (-3.637, -4.955, 4.028)  0.102

Its orbital gap is 0.19249 Eh. Its charge is -2. Its HOMO energy is -1.28 eV.

[3]
Below is a 3-piece molecular cluster, C31H36BrN2O9S4 overall in a non-equilibrium geometry, with properties calculated with ωB97M-V/def2-TZVPD.

Last column: Löwdin charge in e.
Element x y z (Å)
C (1.313, 6.721, -2.563)  0.201
C (0.948, 5.583, -2.473)  -0.045
C (0.600, 4.235, -2.173)  -0.182
C (1.600, 3.308, -1.926)  -0.020
C (1.289, 1.995, -1.621)  -0.553
Br (2.722, 0.822, -1.353)  0.961
C (-0.050, 1.581, -1.564)  -0.174
C (-0.430, 0.160, -1.231)  -0.158
C (-1.899, -0.052, -0.849)  -0.235
C (-2.280, 0.467, 0.540)  -0.471
S (-1.458, -0.392, 1.878)  0.947
C (-2.165, -2.016, 1.870)  -1.067
S (-3.770, -2.226, 1.758)  0.754
N (-1.290, -3.135, 1.950)  -0.077
C (-0.159, -2.989, 1.050)  -0.282
C (-0.322, -3.491, -0.228)  -0.013
C (0.680, -3.377, -1.186)  -0.074
C (1.876, -2.764, -0.844)  -0.097
C (2.036, -2.263, 0.445)  -0.098
C (1.033, -2.352, 1.392)  -0.055
C (-0.971, -3.598, 3.286)  -0.205
C (-1.794, -3.300, 4.369)  -0.036
C (-1.493, -3.777, 5.634)  -0.077
C (-0.380, -4.571, 5.859)  -0.089
C (0.424, -4.891, 4.774)  -0.078
C (0.131, -4.415, 3.507)  -0.032
C (-0.988, 2.546, -1.853)  0.055
N (-0.684, 3.827, -2.143)  0.021
C (-1.812, 4.751, -2.410)  -0.089
C (-2.044, 5.771, -1.285)  -0.162
C (-2.803, 7.011, -1.750)  -0.165
C (-2.183, 7.747, -2.942)  -0.270
O (-2.430, 9.140, -2.931)  -0.049
H (1.612, 7.741, -2.644)  0.069
H (2.627, 3.635, -1.982)  0.127
H (0.213, -0.185, -0.416)  0.081
H (-0.214, -0.479, -2.091)  0.136
H (-2.567, 0.421, -1.576)  0.107
H (-2.120, -1.118, -0.910)  0.105
H (-3.360, 0.368, 0.664)  0.058
H (-2.034, 1.526, 0.633)  0.074
H (-1.253, -3.987, -0.480)  0.125
H (0.546, -3.762, -2.187)  0.093
H (2.686, -2.680, -1.556)  0.105
H (2.972, -1.788, 0.718)  0.102
H (1.173, -1.951, 2.388)  0.112
H (-2.686, -2.698, 4.267)  0.082
H (-2.142, -3.530, 6.465)  0.108
H (-0.123, -4.940, 6.842)  0.103
H (1.293, -5.516, 4.937)  0.106
H (0.786, -4.695, 2.693)  0.113
H (-2.033, 2.283, -1.830)  0.137
H (-1.624, 5.243, -3.365)  0.133
H (-2.704, 4.143, -2.533)  0.134
H (-2.642, 5.283, -0.511)  0.121
H (-1.095, 6.025, -0.813)  0.114
H (-3.838, 6.760, -1.989)  0.124
H (-2.851, 7.706, -0.906)  0.119
H (-1.105, 7.572, -3.009)  0.084
H (-2.625, 7.370, -3.868)  0.123
H (-2.567, 9.443, -2.030)  0.081
C (3.833, 2.627, 2.125)  -0.157
C (3.510, 3.085, 3.534)  -0.143
O (2.098, 2.832, 3.659)  -0.177
S (1.715, 1.522, 2.834)  0.566
O (1.671, 0.404, 3.701)  -0.202
O (0.636, 1.838, 1.965)  -0.268
O (3.044, 1.438, 1.959)  -0.237
H (3.517, 3.365, 1.384)  0.128
H (4.882, 2.384, 1.979)  0.140
H (3.697, 4.144, 3.690)  0.139
H (4.042, 2.501, 4.286)  0.139
C (-0.222, -7.532, -2.656)  -0.153
C (1.026, -8.048, -1.969)  -0.153
O (2.073, -7.794, -2.918)  -0.182
S (1.760, -6.455, -3.730)  0.595
O (2.451, -5.367, -3.133)  -0.230
O (1.865, -6.728, -5.114)  -0.205
O (0.214, -6.335, -3.321)  -0.203
H (-0.592, -8.233, -3.406)  0.136
H (-1.017, -7.285, -1.958)  0.135
H (0.985, -9.112, -1.757)  0.138
H (1.241, -7.495, -1.052)  0.134

Its orbital gap is 0.21045 Eh. Its charge is +1. Its HOMO energy is -9.91 eV.